DFT (wB97M-V/def2-TZVPD) results for C3H5N2P5 in the gas phase at a distorted geometry.

Kohn-Sham gap (alpha / beta) (eV): 6.73 / 5.03
ΔE to the lowest compared entry with this formula, charge and spin (eV): 1.279
Charge: 0

XYZ file:
```
15
Properties=species:S:1:pos:R:3:lowdin_charge:R:1
C -1.84 1.75 0.60 -0.28
H -2.46 0.04 -0.58 0.08
H 2.78 -0.84 -0.39 -0.01
C -1.67 0.66 -0.21 -0.25
H 2.36 -1.93 0.86 0.01
N -0.39 0.16 -0.20 -0.64
P 1.92 0.21 1.70 0.59
C 2.08 -0.98 0.37 -0.75
H -2.84 2.13 0.88 0.11
P 0.65 1.50 0.29 0.70
H 0.74 -0.53 2.48 -0.03
N -0.69 2.35 0.93 -0.23
P 0.41 -1.31 -2.74 0.02
P -1.35 -1.86 -3.43 0.16
P 0.30 -1.35 -0.57 0.52
```


DFT (wB97M-V/def2-TZVPD) results for a molecular structure, C3H5N2P5 at a distorted geometry.

Kohn-Sham gap (eV): 7.53
ΔE to the lowest compared entry with this formula, charge and spin (eV): 1.830
Charge: 0

XYZ file:
```
15
Properties=species:S:1:pos:R:3:lowdin_charge:R:1
P -3.91 -0.54 -0.08 0.25
N 1.18 0.84 0.30 -0.22
P 0.87 -0.76 0.46 0.53
H 3.93 -0.31 -0.97 0.06
H -4.53 -0.77 1.14 -0.19
P -2.12 -1.79 0.44 0.19
N 2.25 -1.39 -0.29 -0.19
C -1.77 1.24 -0.78 -0.65
C 3.03 -0.32 -0.52 -0.23
P -0.72 -1.09 -1.04 0.39
P -3.21 1.49 -0.10 0.50
C 2.44 0.92 -0.13 -0.23
H -1.55 -1.09 1.47 -0.21
H -1.22 1.67 -1.59 -0.06
H 3.02 1.77 -0.03 0.08
```


DFT (wB97M-V/def2-TZVPD) results for a gas-phase ion, C3H5N2S (charge +1) at a distorted geometry.

Kohn-Sham gap (alpha / beta) (eV): 7.44 / 8.43
ΔE to the lowest compared entry with this formula, charge and spin (eV): 5.420
Charge: +1

XYZ file:
```
11
Properties=species:S:1:pos:R:3:lowdin_charge:R:1
N -0.95 1.85 -1.89 -0.26
H 1.65 -0.58 1.45 0.12
H 0.62 -0.83 -1.50 0.12
H 0.35 0.25 2.39 0.09
C 0.15 0.44 0.18 -0.42
C -0.27 -0.45 -0.96 -0.31
H -0.96 -1.13 -0.56 0.08
S -1.09 0.45 -2.33 1.08
H -0.01 -1.26 1.44 0.09
C 0.56 -0.35 1.52 0.07
N -0.05 1.61 0.28 0.36
```


DFT (wB97M-V/def2-TZVPD) results for a gas-phase ion, C3H5N2S2 (charge +1) at a distorted geometry.

Kohn-Sham gap (alpha / beta) (eV): 5.67 / 5.70
ΔE to the lowest compared entry with this formula, charge and spin (eV): 3.722
Charge: +1

XYZ file:
```
12
Properties=species:S:1:pos:R:3:lowdin_charge:R:1
C -0.29 0.26 -0.56 -0.05
S 5.05 0.29 -0.28 0.42
H 1.10 -1.75 -0.52 0.16
C 0.76 -0.79 0.11 -0.10
N 0.30 1.50 0.00 0.05
N 1.94 0.16 0.17 -0.44
H -1.30 0.16 -0.31 0.11
S 3.47 -0.62 0.30 0.64
C 1.54 1.45 0.30 -0.10
H 0.49 -1.12 1.06 0.09
H -0.29 2.22 0.18 0.11
H -0.24 0.33 -1.64 0.12
```


DFT (wB97M-V/def2-TZVPD) results for C3H5N3 in the gas phase at a distorted geometry.

Kohn-Sham gap (alpha / beta) (eV): 7.96 / 7.96
ΔE to the lowest compared entry with this formula, charge and spin (eV): 2.649
Charge: 0

XYZ file:
```
11
Properties=species:S:1:pos:R:3:lowdin_charge:R:1
N 1.79 2.08 -1.52 0.11
C -0.73 -0.49 1.59 0.01
N -0.20 -0.83 -1.13 0.07
H -1.00 -0.66 -1.73 0.09
H 0.49 0.91 1.47 0.17
H 0.42 -1.31 -1.78 0.09
H -0.93 -0.20 2.61 0.06
C 1.11 1.27 -1.03 -0.21
N -0.06 0.34 0.82 -0.02
H -1.16 -1.37 1.15 0.06
C 0.29 0.28 -0.47 -0.42
```


DFT (wB97M-V/def2-TZVPD) results for C3H5N3 in the gas phase at a distorted geometry.

Kohn-Sham gap (eV): 9.57
ΔE to the lowest compared entry with this formula, charge and spin (eV): 1.864
Charge: 0

XYZ file:
```
11
Properties=species:S:1:pos:R:3:lowdin_charge:R:1
H 0.27 -2.10 -1.29 0.08
H -0.59 2.62 0.80 0.09
C -0.46 1.56 0.61 -0.18
H 1.48 -0.98 -1.53 0.09
H -0.58 0.73 -1.44 0.10
N 0.86 -1.41 -0.85 0.11
N -0.62 0.72 1.62 0.02
C 0.02 0.91 -0.56 -0.08
N -0.22 -0.48 1.13 0.03
C 0.22 -0.39 -0.14 -0.41
H -0.40 -1.31 1.67 0.15
```


DFT (wB97M-V/def2-TZVPD) results for C3H5N3 in the gas phase at a distorted geometry.

Kohn-Sham gap (eV): 10.29
ΔE to the lowest compared entry with this formula, charge and spin (eV): 3.457
Charge: 0

XYZ file:
```
11
Properties=species:S:1:pos:R:3:lowdin_charge:R:1
H -2.06 -0.59 -0.46 0.07
C -1.63 0.21 0.14 -0.06
N 1.60 -1.09 0.77 -0.01
N 1.70 -0.32 -0.32 -0.01
N 0.44 -0.88 1.32 0.04
H 2.48 -0.43 -0.94 0.15
H -1.16 0.71 -0.86 0.11
H 0.65 1.49 -0.79 0.13
C 0.61 0.45 -0.46 -0.13
H -2.37 0.47 0.94 0.09
C -0.23 -0.02 0.53 -0.39
```


DFT (wB97M-V/def2-TZVPD) results for C3H5N3 in the gas phase at a distorted geometry.

Kohn-Sham gap (eV): 10.83
ΔE to the lowest compared entry with this formula, charge and spin (eV): 2.024
Charge: 0

XYZ file:
```
11
Properties=species:S:1:pos:R:3:lowdin_charge:R:1
N 1.35 1.33 -0.78 0.18
H -0.24 -1.02 -1.49 0.13
H -2.29 -1.06 -0.35 0.09
H 2.11 1.43 -0.11 0.06
N 2.23 -0.11 1.69 0.11
C 1.26 -0.17 1.04 -0.13
N -0.45 -0.20 -0.93 -0.06
H -1.12 -0.78 0.99 0.07
C -1.53 -0.38 0.04 -0.11
H -1.99 0.59 0.23 0.09
C 0.67 0.36 -0.34 -0.43
```


DFT (wB97M-V/def2-TZVPD) results for C3H5N3 in the gas phase at a distorted geometry.

Kohn-Sham gap (eV): 10.76
ΔE to the lowest compared entry with this formula, charge and spin (eV): 1.017
Charge: 0

XYZ file:
```
11
Properties=species:S:1:pos:R:3:lowdin_charge:R:1
H 0.01 -1.61 -1.45 0.10
C 1.05 0.70 -1.81 -0.13
C -0.53 0.41 1.46 -0.14
N 0.22 1.01 0.38 0.03
H -0.26 -1.45 0.23 0.07
H -0.15 -0.60 1.72 0.08
C 0.30 0.25 -0.63 -0.46
H -0.48 1.03 2.36 0.08
N -0.26 -1.01 -0.69 0.12
N 1.67 1.01 -2.73 0.16
H -1.58 0.27 1.16 0.09
```


DFT (wB97M-V/def2-TZVPD) results for C3H5N3 in the gas phase at a distorted geometry.

Kohn-Sham gap (eV): 10.22
ΔE to the lowest compared entry with this formula, charge and spin (eV): 3.527
Charge: 0

XYZ file:
```
11
Properties=species:S:1:pos:R:3:lowdin_charge:R:1
N -1.01 0.08 1.71 -0.06
H -0.98 -0.90 -1.44 0.11
C -0.94 -0.51 -0.42 -0.07
H 1.32 0.32 -1.72 0.09
N 0.13 0.46 1.28 0.02
H 2.12 -0.63 -0.42 0.09
H -2.48 0.24 1.20 0.11
C -1.78 -0.48 0.70 -0.15
C 1.48 0.23 -0.64 -0.02
N 0.21 0.06 0.01 -0.21
H 1.94 1.14 -0.25 0.09
```